22
Properties=species:S:1:pos:R:3:mulliken_charge:R:1 method="wB97M-V/def2-TZVPD" charge=-1 homo_ev="1.0044 / -5.7107" energy_ev=-10984.387 relative_energy_ev=1.8422 homo_lumo_gap_ev="1.93 / 8.52" spin_multiplicity=2
C -1.52 -1.60 0.53 -2.061
C -0.99 -0.52 1.40 -0.799
C -0.92 0.84 0.61 -1.302
N -0.54 -2.32 -0.23 -1.832
H -2.00 -2.46 1.19 0.933
H -2.40 -1.25 -0.15 0.386
H -1.60 -0.37 2.26 0.499
H -0.10 -0.78 1.72 0.437
H -1.82 0.77 -0.04 0.361
H -0.76 1.62 1.25 0.581
H -0.10 0.76 -0.15 0.113
H -0.25 -3.23 0.18 0.955
H -1.05 -2.82 -0.99 0.586
H 2.49 0.11 -0.77 0.378
H 3.03 1.50 -0.19 0.361
O 3.24 0.72 -0.84 -0.782
H 0.57 -1.10 -3.16 0.409
H -0.05 -1.11 -1.76 0.441
O 0.32 -0.51 -2.52 -0.647
H 2.08 4.47 0.60 0.334
H 0.85 3.60 0.18 0.353
O 1.50 3.68 0.85 -0.704